ORCA calculation (the ωB97M-V functional and the def2-TZVPD basis) on one molecule with the formula C3H9N.

Results
Highest occupied orbital energy: -9.47 eV
E: -4746.8018 eV
Charge: 0
Relative energy (zero: lowest compared OMol25 entry of this formula, charge and spin): 7.1 kcal per mole
Largest force on an atom: 1.66 eV/Å
2S+1: 1

CARTESIAN COORDINATES (ANGSTROEM)
C (-1.78, 0.06, -0.07)
C (-0.36, -0.51, 0.01)
C (0.80, 0.49, 0.02)
H (-2.59, -0.72, -0.03)
H (-1.95, 0.53, -1.07)
H (-1.97, 0.85, 0.71)
H (-0.21, -1.15, -0.90)
H (-0.27, -1.13, 0.87)
H (0.69, 1.12, 0.95)
H (0.62, 1.21, -0.76)
H (2.14, -0.95, 0.53)
H (2.81, 0.42, -0.08)
N (2.07, -0.23, -0.20)

---

ORCA calculation (the ωB97M-V functional and the def2-TZVPD basis) on one molecule with the formula C3H4Cl2S.

Results
Highest occupied orbital energy: -9.24 eV
E: -39055.3778 eV
Charge: 0
Relative energy (zero: lowest compared OMol25 entry of this formula, charge and spin): 0.0 kcal per mole
Largest force on an atom: 1.60 eV/Å
2S+1: 1

CARTESIAN COORDINATES (ANGSTROEM)
C (0.33, 0.55, -0.07)
C (1.04, -0.78, 0.19)
C (-1.17, 0.59, -0.17)
S (1.18, 1.90, -0.26)
Cl (-1.96, -0.11, 1.25)
Cl (-1.63, -0.44, -1.58)
H (2.09, -0.76, -0.06)
H (0.61, -1.67, -0.29)
H (0.96, -0.93, 1.25)
H (-1.45, 1.65, -0.25)

---

ORCA calculation (the ωB97M-V functional and the def2-TZVPD basis) on C35H46Cl2FeGe2N3O2S3 as an isolated structure.

Results
Highest occupied orbital energy (alpha / beta): -12.64 / -12.99 eV
E: -250563.8529 eV
Charge: +2
Relative energy (zero: lowest compared OMol25 entry of this formula, charge and spin): 42.6 kcal per mole
Largest force on an atom: 1.38 eV/Å
2S+1: 6
Expectation value of S²: 8.784

CARTESIAN COORDINATES (ANGSTROEM)
Fe (-0.35, -0.59, -1.06)
Cl (2.27, -0.97, -1.37)
C (2.42, -2.62, -1.96)
C (3.70, -3.00, -2.33)
C (3.89, -4.29, -2.81)
C (2.82, -5.16, -2.90)
C (1.55, -4.75, -2.51)
Cl (0.25, -5.88, -2.63)
C (1.30, -3.45, -2.04)
S (-0.33, -3.02, -1.58)
H (4.52, -2.31, -2.24)
H (4.88, -4.62, -3.10)
H (2.95, -6.17, -3.26)
C (-2.51, -3.78, 2.38)
C (-1.84, -3.59, 1.03)
Ge (-0.26, -2.40, 0.92)
C (1.51, -3.25, 1.24)
C (1.53, -4.11, 2.50)
C (-0.38, -1.58, 2.93)
C (-0.13, -0.31, 3.14)
Ge (0.02, 0.57, 1.40)
C (1.89, 1.16, 1.08)
C (2.35, 2.42, 1.81)
C (-1.55, 1.79, 1.30)
C (-1.31, 3.22, 1.81)
C (-0.04, 0.32, 4.47)
C (-0.27, -0.40, 5.65)
C (-0.18, 0.21, 6.88)
C (0.15, 1.56, 6.97)
C (0.38, 2.29, 5.81)
C (0.28, 1.67, 4.57)
H (-3.40, -4.40, 2.28)
H (-2.81, -2.83, 2.83)
H (-1.85, -4.29, 3.08)
H (-2.56, -3.27, 0.27)
H (-1.44, -4.54, 0.66)
H (2.27, -2.47, 1.29)
H (1.73, -3.87, 0.37)
H (1.45, -3.52, 3.41)
H (2.46, -4.67, 2.57)
H (0.72, -4.85, 2.50)
H (-0.55, -2.47, 3.52)
H (2.03, 1.29, 0.01)
H (2.51, 0.31, 1.37)
H (1.68, 3.27, 1.64)
H (3.34, 2.71, 1.44)
H (2.43, 2.27, 2.88)
H (-2.32, 1.32, 1.92)
H (-1.92, 1.82, 0.28)
H (-1.18, 3.25, 2.89)
H (-2.18, 3.84, 1.57)
H (-0.44, 3.68, 1.35)
H (-0.54, -1.45, 5.61)
H (-0.36, -0.35, 7.78)
H (0.23, 2.04, 7.93)
H (0.64, 3.34, 5.87)
H (0.47, 2.25, 3.68)
C (-3.63, -0.87, 0.78)
C (-3.59, -0.50, -0.66)
N (-2.53, -0.47, -1.45)
C (-2.90, -0.18, -2.75)
C (-4.23, 0.05, -2.93)
S (-5.06, -0.13, -1.45)
C (-1.90, -0.20, -3.81)
C (-2.17, -0.12, -5.15)
S (-0.72, -0.21, -6.03)
C (0.17, -0.37, -4.57)
N (-0.58, -0.34, -3.49)
C (1.65, -0.54, -4.61)
H (-2.63, -0.96, 1.19)
H (-4.13, -1.83, 0.90)
H (-4.18, -0.13, 1.35)
H (-4.74, 0.29, -3.85)
H (-3.13, -0.03, -5.64)
H (2.03, -0.33, -5.60)
H (1.91, -1.57, -4.36)
H (2.13, 0.13, -3.89)
O (1.70, 1.96, -2.38)
C (0.52, 2.17, -2.10)
O (-0.25, 1.49, -1.37)
C (-0.12, 3.44, -2.71)
N (1.02, 4.15, -3.40)
C (1.29, 5.44, -2.67)
C (0.63, 5.23, -1.32)
C (-0.63, 4.44, -1.68)
H (-0.87, 3.14, -3.45)
H (0.85, 4.29, -4.39)
H (1.80, 3.47, -3.29)
H (0.80, 6.24, -3.23)
H (2.36, 5.62, -2.65)
H (0.41, 6.17, -0.82)
H (1.28, 4.64, -0.66)
H (-1.38, 5.09, -2.11)
H (-1.08, 3.92, -0.84)

---

ORCA calculation (the ωB97M-V functional and the def2-TZVPD basis) on a 4-piece molecular cluster, C3H13NO3 overall.

Results
Highest occupied orbital energy: -7.91 eV
E: -10953.6648 eV
Charge: 0
Relative energy (zero: lowest compared OMol25 entry of this formula, charge and spin): 25.5 kcal per mole
Largest force on an atom: 2.18 eV/Å
2S+1: 1

CARTESIAN COORDINATES (ANGSTROEM)
C (-1.58, -1.39, -0.28)
C (-0.39, -0.97, -1.14)
C (-0.71, -0.34, -2.27)
N (0.93, -1.19, -0.77)
H (-1.87, -0.68, 0.51)
H (-1.35, -2.35, 0.20)
H (-2.51, -1.42, -0.84)
H (0.13, -0.03, -2.89)
H (-1.68, -0.25, -2.71)
H (1.20, -1.77, 0.00)
H (1.50, -1.19, -1.60)
H (-1.94, 1.63, -0.22)
H (-0.41, 1.76, -0.26)
O (-1.23, 2.28, -0.26)
H (1.95, 0.01, 3.52)
H (0.43, 0.12, 3.01)
O (1.30, -0.22, 2.85)
H (1.21, 1.99, 1.27)
H (1.32, 0.47, 1.18)
O (1.36, 1.28, 0.63)

---

What did the fourth record say?
ORCA calculation (the ωB97M-V functional and the def2-TZVPD basis) on a 4-piece molecular cluster, C3H13NO3 overall.

Results
Highest occupied orbital energy: -7.91 eV
E: -10953.6648 eV
Charge: 0
Relative energy (zero: lowest compared OMol25 entry of this formula, charge and spin): 25.5 kcal per mole
Largest force on an atom: 2.18 eV/Å
2S+1: 1

CARTESIAN COORDINATES (ANGSTROEM)
C (-1.58, -1.39, -0.28)
C (-0.39, -0.97, -1.14)
C (-0.71, -0.34, -2.27)
N (0.93, -1.19, -0.77)
H (-1.87, -0.68, 0.51)
H (-1.35, -2.35, 0.20)
H (-2.51, -1.42, -0.84)
H (0.13, -0.03, -2.89)
H (-1.68, -0.25, -2.71)
H (1.20, -1.77, 0.00)
H (1.50, -1.19, -1.60)
H (-1.94, 1.63, -0.22)
H (-0.41, 1.76, -0.26)
O (-1.23, 2.28, -0.26)
H (1.95, 0.01, 3.52)
H (0.43, 0.12, 3.01)
O (1.30, -0.22, 2.85)
H (1.21, 1.99, 1.27)
H (1.32, 0.47, 1.18)
O (1.36, 1.28, 0.63)